Molecular formula: C22H32F3INO5
Method: DFT, the ωB97M-V functional and the def2-TZVPD basis

Each line ends with the Mulliken charge.
Atoms and positions in Å:
C: -0.3917 -2.9508 -0.5425  -0.573
C: 0.6563 -2.4469 0.0987  -0.117
C: 1.8409 -1.5683 0.6933  -0.319
C: 1.5683 -0.7767 2.0556  -0.264
C: 1.0245 -1.4980 3.3960  0.332
C: 0.4709 -3.0057 3.3849  -0.846
O: 1.4302 -3.9730 2.8522  -0.302
C: 0.8213 -5.2409 2.5996  0.825
F: 1.8601 -6.0772 2.0120  -0.242
F: -0.2392 -5.2075 1.6199  -0.213
F: 0.3011 -5.9014 3.7604  -0.225
O: 0.2890 -0.4673 4.1775  -0.380
C: 0.5378 0.8392 3.5213  0.223
I: 2.2995 1.5460 4.5585  0.231
C: -0.5968 1.8594 3.9965  -0.455
C: -1.7396 2.4237 4.3637  -0.396
N: 0.5764 0.3951 2.0625  0.843
C: 0.8555 1.3969 0.9835  -0.464
C: 2.3706 1.9853 0.9437  -0.760
C: 2.9586 2.0522 -0.5893  -0.540
C: 2.0658 2.9736 -1.5751  -0.640
C: 1.0791 2.1039 -2.5575  0.135
C: 0.6332 2.9021 -3.8891  -0.782
C: -0.1837 1.9186 -4.9227  -0.587
C: -1.7006 1.6258 -4.3557  -0.327
O: -1.8959 0.1755 -4.4298  -0.312
C: -3.0711 -0.2161 -3.6937  0.636
C: -3.2391 -1.8076 -3.4203  -0.575
O: -3.9667 0.6108 -3.2809  -0.566
O: -0.6043 -0.3322 2.0330  -0.062
C: -1.6405 0.2647 1.2189  0.052
C: -3.0230 -0.5622 1.5469  -1.136
H: -1.2689 -3.3627 -1.1591  0.364
H: 2.7542 -2.2721 0.8846  0.457
H: 2.2184 -0.7884 -0.0919  0.001
H: 2.6633 -0.5216 2.3797  0.634
H: 1.9813 -1.6008 4.0654  0.424
H: 0.2853 -3.3048 4.4988  0.425
H: -0.5536 -3.0266 2.8554  0.237
H: -2.7683 2.8910 4.5864  0.386
H: 0.6847 0.9713 -0.0925  -0.061
H: 0.1762 2.3473 1.0306  0.467
H: 3.1235 1.4611 1.6278  0.303
H: 2.3379 3.1009 1.2902  0.394
H: 4.0666 2.4173 -0.5419  0.372
H: 3.0043 0.9951 -1.0792  0.159
H: 2.7881 3.5293 -2.3079  0.328
H: 1.5021 3.8075 -1.0038  0.325
H: 1.5677 1.1033 -2.8633  0.289
H: 0.0863 1.8109 -2.0091  -0.221
H: 1.5350 3.3944 -4.4074  0.372
H: -0.1175 3.7365 -3.5720  0.261
H: -0.2686 2.4442 -5.9461  0.321
H: 0.3441 0.8946 -4.9838  0.285
H: -2.4350 2.1924 -5.0531  0.319
H: -1.8416 2.0314 -3.2760  0.277
H: -4.3734 -2.0613 -3.4357  0.328
H: -2.7120 -2.4390 -4.2491  0.297
H: -2.7887 -2.0961 -2.3844  -0.086
H: -1.8910 1.3714 1.4959  0.235
H: -1.4877 0.1665 0.0710  -0.008
H: -3.8334 -0.3808 0.7530  0.364
H: -2.7665 -1.6844 1.7069  0.241
H: -3.3598 -0.1687 2.5887  0.316

Computed properties:
Charge: +1
Gap between HOMO and LUMO: 9.204 eV
Max |F|: 0.144 Eh/bohr
Structure (SMILES): C#CC[C@@H]1[C@H](COC(F)(F)F)O[C@](I)(C#C)[N@+]1(CCCCCCCCOC(C)=O)OCC